(1)
ORCA calculation (ωB97M-V/def2-TZVPD) on a single H3N3OS molecule at a distorted geometry.

```
! RIJCOSX wB97M-V def2-TZVPD def2/J DEFGRID3
* xyz 0 1
N 1.480 -0.005 0.583
S 0.586 1.057 -0.346
N -0.952 0.294 -0.629
N -1.646 -0.107 0.404
O -2.597 -0.851 0.210
H 2.124 0.520 1.280
H 1.987 -0.662 0.011
H -0.981 -0.245 -1.514
*
```

Results
- electronic energy (a.u.) = -639.3846
- energy relative to the best compared isomer or geometry (same formula, charge and spin) (kcal/mol) = 69.9
- gap between HOMO and LUMO (eV) = 9.67
- SMILES = NSNN=O
- HOMO level (eV) = -9.3
- molar mass (Da) = 93.11

Atomic partial charges in e from the Mulliken method, atoms 1 to 5:
1. N -0.4864
2. S 0.0261
3. N -0.0006
4. N 0.1342
5. O -0.4605



(2)
ORCA calculation (ωB97M-V/def2-TZVPD) on 2 unconnected molecules or ions with the total composition H3N4P at a distorted geometry.

```
! RIJCOSX wB97M-V def2-TZVPD def2/J DEFGRID3
* xyz 0 1
N -1.909 -1.020 0.562
N -1.457 -0.728 -0.530
N 1.388 1.665 -0.581
N 1.677 0.857 0.227
P -0.564 -0.152 -1.572
H -2.689 -1.569 0.538
H 2.647 0.494 0.470
H 0.908 0.452 0.886
*
```

Results
- electronic energy (a.u.) = -561.9926
- energy relative to the best compared isomer or geometry (same formula, charge and spin) (kcal/mol) = 15.9
- gap between HOMO and LUMO (eV) = 8.15
- HOMO level (eV) = -8.0
- molar mass (Da) = 90.03

Atomic partial charges in e from the Mulliken method, atoms 1 to 5:
1. N -0.5893
2. N 0.4545
3. N -0.5022
4. N 0.0270
5. P -0.0881



(3)
ORCA calculation (ωB97M-V/def2-TZVPD) on a single H3N4P molecule at a distorted geometry.

```
! RIJCOSX wB97M-V def2-TZVPD def2/J DEFGRID3
* xyz 0 1
H -0.623 1.502 2.339
N 0.438 1.591 2.407
N 0.961 0.997 1.485
P 0.993 0.421 -0.025
N -0.528 -0.522 -0.490
N -0.498 -1.120 -1.641
H -0.006 -0.717 -2.429
H -0.737 -2.152 -1.647
*
```

Results
- electronic energy (a.u.) = -562.0164
- energy relative to the best compared isomer or geometry (same formula, charge and spin) (kcal/mol) = 0.9
- gap between HOMO and LUMO (alpha / beta) (eV) = 7.58 / 7.24
- SMILES = [H]/N=N\P=N\N
- HOMO level (alpha / beta) (eV) = -8.2 / -8.3
- molar mass (Da) = 90.03

Atomic partial charges in e from the Mulliken method, atoms 1 to 5:
1. H 0.2317
2. N -0.3570
3. N 0.0835
4. P 0.0280
5. N -0.2783



(4)
ORCA calculation (ωB97M-V/def2-TZVPD) on a single H3NO molecule at a distorted geometry.

```
! RIJCOSX wB97M-V def2-TZVPD def2/J DEFGRID3
* xyz 0 1
N -0.631 0.158 0.254
O 0.633 -0.003 -0.354
H -1.110 -0.748 0.126
H -0.613 0.730 1.112
H 1.075 -1.063 -0.188
*
```

Results
- electronic energy (a.u.) = -131.6846
- energy relative to the best compared isomer or geometry (same formula, charge and spin) (kcal/mol) = 22.4
- gap between HOMO and LUMO (eV) = 9.69
- SMILES = NO
- HOMO level (eV) = -8.9
- molar mass (Da) = 33.03

Listed below, in e, are the Mulliken charges computed for each atom:
1. N -0.3576
2. O -0.4153
3. H 0.2401
4. H 0.2312
5. H 0.3016



(5)
ORCA calculation (ωB97M-V/def2-TZVPD) on 2 unconnected molecules or ions with the total composition H3NO2S at a distorted geometry.

```
! RIJCOSX wB97M-V def2-TZVPD def2/J DEFGRID3
* xyz 0 1
N -1.428 -0.480 -0.570
O 2.744 1.004 -0.389
O 1.209 0.537 1.407
S 1.548 1.397 0.294
H -0.828 -0.189 0.166
H -1.039 -1.384 -0.812
H -2.206 -0.885 -0.096
*
```

Results
- electronic energy (a.u.) = -605.2030
- energy relative to the best compared isomer or geometry (same formula, charge and spin) (kcal/mol) = 6.2
- gap between HOMO and LUMO (eV) = 9.52
- HOMO level (eV) = -10.9
- molar mass (Da) = 81.10

Atomic partial charges in e from the Mulliken method, atoms 1 to 5:
1. N -0.6725
2. O -0.3659
3. O -0.3945
4. S 0.7389
5. H 0.2363



(6)
ORCA calculation (ωB97M-V/def2-TZVPD) on a single H3NO2S2 molecule at a distorted geometry.

```
! RIJCOSX wB97M-V def2-TZVPD def2/J DEFGRID3
* xyz 0 1
N 0.434 -0.607 -0.416
O 1.036 0.923 1.621
O -1.333 0.338 1.376
S -1.995 1.549 0.434
S 0.263 -0.220 1.301
H -0.235 -1.314 -0.657
H 1.405 -0.723 -0.857
H -1.466 2.616 0.995
*
```

Results
- electronic energy (a.u.) = -1003.3402
- energy relative to the best compared isomer or geometry (same formula, charge and spin) (kcal/mol) = 3.9
- gap between HOMO and LUMO (eV) = 9.84
- HOMO level (eV) = -9.4
- molar mass (Da) = 113.16

Atomic partial charges in e from the Mulliken method, atoms 1 to 5:
1. N -0.5062
2. O -0.4762
3. O -0.3195
4. S -0.0260
5. S 0.6690



(7)
ORCA calculation (ωB97M-V/def2-TZVPD) on a molecular structure, H3NO2S2 at a distorted geometry.

```
! RIJCOSX wB97M-V def2-TZVPD def2/J DEFGRID3
* xyz 0 3
N -0.477 2.072 -0.108
O -0.332 -1.931 -1.239
O 0.936 0.175 0.649
S 0.388 0.682 2.114
S 0.431 1.037 -0.694
H -0.923 -2.166 -0.588
H -0.655 2.122 0.899
H 0.633 -1.991 -1.033
*
```

Results
- electronic energy (a.u.) = -1003.2584
- energy relative to the best compared isomer or geometry (same formula, charge and spin) (kcal/mol) = 0.0
- gap between HOMO and LUMO (alpha / beta) (eV) = 7.77 / 7.29
- HOMO level (alpha / beta) (eV) = -7.6 / -9.8
- molar mass (Da) = 113.16
- <S²> = 2.007

Atomic partial charges in e from the Mulliken method, atoms 1 to 5:
1. N -0.4257
2. O -0.6193
3. O -0.2319
4. S -0.0141
5. S 0.3947



(8)
ORCA calculation (ωB97M-V/def2-TZVPD) on 2 unconnected molecules or ions with the total composition H3NO3P at a distorted geometry.

```
! RIJCOSX wB97M-V def2-TZVPD def2/J DEFGRID3
* xyz -1 1
N 0.064 0.736 -0.742
O 0.013 -1.045 -1.786
O 1.484 0.485 1.644
O -0.958 -0.086 1.492
P 0.277 0.792 0.835
H 0.698 1.287 -1.214
H 0.018 -1.640 -1.120
H -1.595 -0.529 0.891
*
```

Results
- electronic energy (a.u.) = -623.6204
- energy relative to the best compared isomer or geometry (same formula, charge and spin) (kcal/mol) = 118.8
- gap between HOMO and LUMO (alpha / beta) (eV) = 7.66 / 6.75
- HOMO level (alpha / beta) (eV) = -3.9 / -2.7
- molar mass (Da) = 96.00

Atomic partial charges in e from the Mulliken method, atoms 1 to 5:
1. N -0.3197
2. O -0.7429
3. O -0.5658
4. O -0.4377
5. P 0.3317



(9)
ORCA calculation (ωB97M-V/def2-TZVPD) on a gas-phase ion, H3NOP (charge -1) at a distorted geometry.

```
! RIJCOSX wB97M-V def2-TZVPD def2/J DEFGRID3
* xyz -1 1
N -0.534 -0.792 0.122
O -1.441 0.291 -0.182
P 0.529 0.583 0.228
H -0.649 -1.239 1.003
H 0.383 1.191 -0.989
H 1.712 -0.034 -0.182
*
```

Results
- electronic energy (a.u.) = -473.0474
- energy relative to the best compared isomer or geometry (same formula, charge and spin) (kcal/mol) = 87.8
- gap between HOMO and LUMO (eV) = 7.57
- HOMO level (eV) = -2.3
- molar mass (Da) = 64.00

Atomic partial charges in e from the Mulliken method, atoms 1 to 5:
1. N -0.3501
2. O -0.6279
3. P -0.0384
4. H 0.1631
5. H -0.0529



(10)
ORCA calculation (ωB97M-V/def2-TZVPD) on 2 unconnected molecules or ions with the total composition H3NOP at a distorted geometry.

```
! RIJCOSX wB97M-V def2-TZVPD def2/J DEFGRID3
* xyz -1 1
N -0.760 0.378 0.207
O -1.968 0.223 -0.055
P 0.379 -0.837 -0.141
H 0.609 1.663 -1.391
H 0.285 -1.377 1.167
H 1.456 -0.050 0.213
*
```

Results
- electronic energy (a.u.) = -472.9686
- energy relative to the best compared isomer or geometry (same formula, charge and spin) (kcal/mol) = 137.3
- gap between HOMO and LUMO (alpha / beta) (eV) = 5.95 / 7.75
- HOMO level (alpha / beta) (eV) = -1.7 / -2.7
- molar mass (Da) = 64.00

Atomic partial charges in e from the Mulliken method, atoms 1 to 5:
1. N -0.0652
2. O -0.5039
3. P -0.1878
4. H -0.2703
5. H -0.0087



(11)
ORCA calculation (ωB97M-V/def2-TZVPD) on 2 unconnected molecules or ions with the total composition H3NOS at a distorted geometry.

```
! RIJCOSX wB97M-V def2-TZVPD def2/J DEFGRID3
* xyz 0 1
N -0.681 0.203 0.072
O 1.683 -0.421 -0.199
S 0.670 0.811 -0.385
H -2.033 -0.326 -1.035
H -1.103 0.478 0.897
H 1.464 -0.744 0.649
*
```

Results
- electronic energy (a.u.) = -529.8150
- energy relative to the best compared isomer or geometry (same formula, charge and spin) (kcal/mol) = 80.2
- gap between HOMO and LUMO (alpha / beta) (eV) = 7.74 / 8.29
- HOMO level (alpha / beta) (eV) = -8.6 / -8.6
- molar mass (Da) = 65.10

Atomic partial charges in e from the Mulliken method, atoms 1 to 5:
1. N -0.5050
2. O -0.4263
3. S 0.2131
4. H 0.1232
5. H 0.2627



(12)
ORCA calculation (ωB97M-V/def2-TZVPD) on a molecular structure, H3O at a distorted geometry.

```
! RIJCOSX wB97M-V def2-TZVPD def2/J DEFGRID3
* xyz 1 1
O -0.023 0.003 0.081
H -0.031 0.951 -0.139
H 1.092 -0.482 -0.248
H -0.714 -0.603 -0.275
*
```

Results
- electronic energy (a.u.) = -76.6649
- energy relative to the best compared isomer or geometry (same formula, charge and spin) (kcal/mol) = 24.1
- gap between HOMO and LUMO (eV) = 15.59
- HOMO level (eV) = -22.5
- molar mass (Da) = 19.02

Listed below, in e, are the Mulliken charges computed for each atom:
1. O -0.5186
2. H 0.4677
3. H 0.5768
4. H 0.4741



(13)
ORCA calculation (ωB97M-V/def2-TZVPD) on 2 unconnected molecules or ions with the total composition H3O2 at a distorted geometry.

```
! RIJCOSX wB97M-V def2-TZVPD def2/J DEFGRID3
* xyz -1 1
O 0.548 -0.830 0.919
H 1.308 -1.092 0.363
O -0.690 0.837 -0.836
H 0.280 0.763 -1.113
H -0.453 0.279 0.085
*
```

Results
- electronic energy (a.u.) = -152.2683
- energy relative to the best compared isomer or geometry (same formula, charge and spin) (kcal/mol) = 9.1
- gap between HOMO and LUMO (eV) = 8.51
- HOMO level (eV) = -3.0
- molar mass (Da) = 35.02

Listed below, in e, are the Mulliken charges computed for each atom:
1. O -1.1006
2. H 0.1467
3. O -0.7621
4. H 0.2573
5. H 0.4588



(14)
ORCA calculation (ωB97M-V/def2-TZVPD) on 2 unconnected molecules or ions with the total composition H3O2PS at a distorted geometry.

```
! RIJCOSX wB97M-V def2-TZVPD def2/J DEFGRID3
* xyz 0 1
O -0.935 0.710 0.773
P 0.397 1.258 0.841
O 1.109 0.801 2.218
H 0.746 0.020 2.772
S 0.138 -0.963 -2.352
H -0.916 -1.457 -3.044
H -0.539 -0.369 -1.207
*
```

Results
- electronic energy (a.u.) = -891.8419
- energy relative to the best compared isomer or geometry (same formula, charge and spin) (kcal/mol) = 25.9
- gap between HOMO and LUMO (eV) = 9.33
- SMILES = O=PO.S
- HOMO level (eV) = -9.6
- molar mass (Da) = 98.06

Atomic partial charges in e from the Mulliken method, atoms 1 to 5:
1. O -0.4128
2. P 0.5419
3. O -0.4633
4. H 0.3547
5. S -0.3322



(15)
ORCA calculation (ωB97M-V/def2-TZVPD) on 2 unconnected molecules or ions with the total composition H3O2PS at a distorted geometry.

```
! RIJCOSX wB97M-V def2-TZVPD def2/J DEFGRID3
* xyz 0 1
O 2.977 0.567 -0.287
P 1.633 1.051 -0.418
O 0.672 -0.135 0.107
H 1.246 -0.945 0.462
S -2.268 0.423 -0.306
H -2.116 0.037 0.945
H -2.143 -0.997 -0.502
*
```

Results
- electronic energy (a.u.) = -891.8337
- energy relative to the best compared isomer or geometry (same formula, charge and spin) (kcal/mol) = 31.0
- gap between HOMO and LUMO (eV) = 9.57
- SMILES = O=PO.S
- HOMO level (eV) = -9.5
- molar mass (Da) = 98.06

Atomic partial charges in e from the Mulliken method, atoms 1 to 5:
1. O -0.4598
2. P 0.5168
3. O -0.3488
4. H 0.3415
5. S -0.3597



(16)
ORCA calculation (ωB97M-V/def2-TZVPD) on a molecular structure, H3O2SSi at a distorted geometry.

```
! RIJCOSX wB97M-V def2-TZVPD def2/J DEFGRID3
* xyz -1 1
O 0.394 1.032 0.017
O 2.437 -1.305 -0.005
Si -0.939 0.215 0.004
S 2.491 0.194 -0.020
H -1.765 0.532 1.203
H -1.780 0.588 -1.170
H -0.839 -1.256 -0.029
*
```

Results
- electronic energy (a.u.) = -839.9590
- energy relative to the best compared isomer or geometry (same formula, charge and spin) (kcal/mol) = 16.3
- gap between HOMO and LUMO (alpha / beta) (eV) = 6.64 / 6.64
- HOMO level (alpha / beta) (eV) = -2.9 / -2.9
- molar mass (Da) = 95.17

Atomic partial charges in e from the Mulliken method, atoms 1 to 5:
1. O -0.4844
2. O -0.4919
3. Si 0.3159
4. S 0.1986
5. H -0.1811



(17)
ORCA calculation (ωB97M-V/def2-TZVPD) on 2 unconnected molecules or ions with the total composition H3O4SSi at a distorted geometry.

```
! RIJCOSX wB97M-V def2-TZVPD def2/J DEFGRID3
* xyz -1 1
O 0.406 -1.028 1.572
O -0.722 1.036 2.190
O 1.702 0.876 2.289
O 0.349 0.943 -0.620
Si -0.404 -0.175 -1.482
S 0.475 0.376 1.777
H -1.872 -0.438 -1.368
H -0.115 0.156 -2.826
H 0.182 -1.745 -1.531
*
```

Results
- electronic energy (a.u.) = -990.4790
- energy relative to the best compared isomer or geometry (same formula, charge and spin) (kcal/mol) = 31.2
- gap between HOMO and LUMO (eV) = 8.83
- HOMO level (eV) = -5.5
- molar mass (Da) = 127.17

Atomic partial charges in e from the Mulliken method, atoms 1 to 5:
1. O -0.4984
2. O -0.4812
3. O -0.5023
4. O -0.5846
5. Si 0.4125



(18)
ORCA calculation (ωB97M-V/def2-TZVPD) on 2 unconnected molecules or ions with the total composition H3O5 at a distorted geometry.

```
! RIJCOSX wB97M-V def2-TZVPD def2/J DEFGRID3
* xyz 1 1
O -0.128 -1.427 -0.410
O -1.487 -0.360 0.118
O 1.621 1.397 0.136
O 0.785 -0.880 0.156
O 0.781 0.485 -0.465
H -2.173 -0.986 -0.248
H -1.441 -0.224 1.091
H 2.042 1.995 -0.380
*
```

Results
- electronic energy (a.u.) = -377.2704
- energy relative to the best compared isomer or geometry (same formula, charge and spin) (kcal/mol) = 22.0
- gap between HOMO and LUMO (alpha / beta) (eV) = 8.14 / 8.13
- HOMO level (alpha / beta) (eV) = -16.6 / -16.6
- molar mass (Da) = 83.02

Atomic partial charges in e from the Mulliken method, atoms 1 to 5:
1. O 0.0962
2. O -0.4379
3. O -0.2504
4. O 0.2827
5. O 0.0689



(19)
ORCA calculation (ωB97M-V/def2-TZVPD) on a molecular structure, H3O5PS at a distorted geometry.

```
! RIJCOSX wB97M-V def2-TZVPD def2/J DEFGRID3
* xyz 0 1
O 2.721 -0.048 -0.461
O 0.314 -0.028 -1.117
O -0.852 -1.377 0.824
O 1.109 0.784 1.102
O -2.321 0.336 -0.138
P -1.542 -1.053 -0.434
S 1.488 -0.455 0.085
H 0.732 0.210 -1.997
H 0.284 0.732 1.609
H -1.933 0.899 0.526
*
```

Results
- electronic energy (a.u.) = -1117.5557
- energy relative to the best compared isomer or geometry (same formula, charge and spin) (kcal/mol) = 44.8
- gap between HOMO and LUMO (eV) = 10.71
- HOMO level (eV) = -10.3
- molar mass (Da) = 146.06

Atomic partial charges in e from the Mulliken method, atoms 1 to 5:
1. O -0.5355
2. O -0.4430
3. O -0.5406
4. O -0.4347
5. O -0.3898



(20)
ORCA calculation (ωB97M-V/def2-TZVPD) on a single H3OP molecule at a distorted geometry.

```
! RIJCOSX wB97M-V def2-TZVPD def2/J DEFGRID3
* xyz 0 1
O 0.717 -0.480 -0.360
P -0.140 0.378 0.726
H 1.225 -1.353 -0.315
H -0.339 1.466 -0.258
H -1.462 -0.012 0.207
*
```

Results
- electronic energy (a.u.) = -418.3552
- energy relative to the best compared isomer or geometry (same formula, charge and spin) (kcal/mol) = 5.8
- gap between HOMO and LUMO (eV) = 10.23
- SMILES = OP
- HOMO level (eV) = -9.5
- molar mass (Da) = 50.00

Listed below, in e, are the Mulliken charges computed for each atom:
1. O -0.5022
2. P 0.0857
3. H 0.3422
4. H 0.0443
5. H 0.0299